A cluster of 20 separate species, C27H78ClF4N4O25S in total. Source: OMol25; level of theory: ωB97M-V/def2-TZVPD.

Structure (XYZ):
```
140
C27H78ClF4N4O25S, DFT ωB97M-V/def2-TZVPD
C -1.67639 -4.27076 6.41147
C -0.88999 -5.38881 6.63563
C 0.31164 -5.65661 5.85417
O 1.14632 -6.42073 6.28188
O 0.44738 -4.98008 4.68069
C 0.79348 -5.85025 3.58537
C -0.07404 -5.47316 2.37857
C 0.64765 -4.46893 1.47072
C -0.26710 -4.07159 0.27675
C -0.14879 -2.57954 -0.04582
C -1.10367 -1.73305 0.83321
N -1.52427 -0.45848 0.18691
C -0.90340 0.65803 0.73255
N 0.16206 1.14663 0.21008
C 0.88363 0.62001 -0.95751
C 0.24003 1.16428 -2.24072
C 1.08978 0.65800 -3.43514
C 1.76386 1.80273 -4.16588
C 1.85026 1.77507 -5.54493
C 2.45920 2.81494 -6.22963
C 3.00084 3.89335 -5.56660
C 2.94243 3.92943 -4.17760
C 2.32305 2.89959 -3.50149
N -1.46298 1.36939 1.81149
C -0.99686 1.06690 3.11931
F -1.48169 -0.11856 3.60076
F -1.38689 2.01119 3.99477
C 0.56810 0.97877 3.24596
F 0.86460 1.27364 4.53432
F 1.00417 -0.27327 3.00372
C -2.86479 1.76913 1.59610
Cl -4.02417 1.32010 2.87475
C -2.87728 3.27159 1.26814
C -3.09930 4.21134 2.46928
C -2.18422 5.45793 2.26703
S -0.47626 5.13073 2.68642
O 0.03595 4.00295 1.93495
O 0.28141 6.31139 2.41337
O -0.42831 4.81651 4.24525
O -3.28070 1.14092 0.40798
C -2.99525 -0.23476 0.37343
C -3.70261 -0.82764 -0.86925
N -4.94153 -1.53786 -0.54648
H -2.32159 -4.19888 5.53818
H -1.68651 -3.44793 7.12250
H -1.15530 -6.05812 7.44928
H 0.61945 -6.89377 3.83871
H 1.83927 -5.71852 3.31080
H -1.00190 -4.99967 2.70079
H -0.30478 -6.35211 1.77527
H 0.88751 -3.54338 2.00249
H 1.58100 -4.87823 1.08504
H 0.08486 -4.60997 -0.60445
H -1.30343 -4.37041 0.44361
H 0.86856 -2.24736 0.17051
H -0.40277 -2.36692 -1.08617
H -1.96994 -2.36763 1.02262
H -0.61929 -1.59645 1.80055
H 0.52611 1.99456 0.64154
H 0.98323 -0.45755 -0.95604
H 1.89191 1.03399 -0.92222
H 0.14676 2.24954 -2.20534
H -0.78326 0.78781 -2.29338
H 1.80875 -0.06872 -3.06418
H 0.42160 0.16030 -4.13112
H 1.45061 0.95990 -6.13571
H 2.54438 2.80232 -7.30707
H 3.47783 4.71506 -6.07749
H 3.37065 4.73612 -3.59678
H 2.25015 2.92288 -2.41978
H 1.07581 1.73535 2.64714
H -1.96978 3.49840 0.71855
H -3.70721 3.39654 0.57030
H -4.11566 4.59472 2.43817
H -2.89401 3.74609 3.42891
H -2.14961 5.65490 1.19546
H -2.56038 6.36407 2.73772
H -1.25548 5.13357 4.64527
H -3.38624 -0.78713 1.23214
H -3.89936 -0.04053 -1.59256
H -3.02703 -1.59157 -1.25277
H -4.74919 -2.37944 -0.01812
H -5.57412 -0.95861 -0.00563
O 3.93983 0.72978 -2.10139
H 4.61918 1.21467 -2.58932
H 4.44459 0.22903 -1.44878
O 1.85713 6.63998 -5.58947
H 1.80546 7.26864 -6.31696
H 1.14394 6.91163 -5.00507
O 0.74518 2.97795 7.45284
H 0.74105 2.35079 6.72325
H 1.35339 3.66940 7.17128
O 3.11272 1.24183 -9.01250
H 2.71201 1.31422 -9.89102
H 3.96086 0.81950 -9.17656
O -7.00401 0.69043 4.53830
H -6.32101 1.16245 4.05324
H -6.52654 0.15327 5.17886
O 2.18884 1.79653 -12.05644
H 1.32612 1.41942 -12.24734
H 2.71184 1.56296 -12.83420
O -1.74060 0.96810 -4.72989
H -2.57580 1.24699 -4.34069
H -1.53917 1.65999 -5.37068
O 1.06604 -6.78507 9.54981
H 0.82958 -6.48635 8.66510
H 1.91334 -6.35151 9.71103
O 5.77459 2.35465 -4.62115
H 4.93634 2.72097 -4.31364
H 6.05614 2.95947 -5.31402
O 3.77412 -1.35612 -4.25046
H 4.29388 -0.61283 -4.57644
H 3.87105 -1.30304 -3.29645
O 2.19373 0.46758 -14.36423
H 2.47398 -0.45330 -14.40055
H 1.63025 0.57476 -15.13776
O -7.54746 -0.41619 -2.63999
H -8.07120 -0.72877 -1.89565
H -6.73612 -0.93332 -2.59789
O -5.65534 -2.78034 -3.58759
H -6.30028 -3.49420 -3.63007
H -5.62726 -2.53296 -2.65761
O 3.26585 -5.06688 8.20370
H 2.82645 -4.98543 7.35139
H 4.09024 -5.52744 8.00102
O 2.24534 9.40138 -5.48740
H 2.78625 10.12829 -5.81305
H 2.33067 9.45249 -4.53058
O -2.59779 -3.08419 -4.21454
H -3.49792 -2.87759 -3.93322
H -2.31461 -2.30958 -4.71125
O 0.34752 -5.35888 12.61640
H 0.30847 -6.00977 11.90532
H 0.95054 -4.68711 12.28499
O 4.89313 -7.58974 7.74572
H 5.76135 -7.85288 7.42461
H 4.34653 -8.37429 7.63506
O 3.27779 5.53800 3.50824
H 2.37354 5.26803 3.31847
H 3.75929 5.36093 2.69447
```

Output
- gap between HOMO and LUMO (eV) = 6.85
- HOMO energy (eV) = -10.63
- E_tot (eV) = -120630.39998
- total charge = +1

=====

An isolated molecule of C2HNO4. Source: OMol25; level of theory: ωB97M-V/def2-TZVPD.

Structure (XYZ):
```
8
C2HNO4, DFT ωB97M-V/def2-TZVPD
N -0.38452 -0.20943 -0.07024
C -0.57961 0.88198 0.56784
C 1.43502 -0.06276 -0.18292
O 1.50402 0.99368 0.43938
O -1.39377 -1.17772 -0.07491
O -1.00714 1.80116 1.11415
O 1.99990 -0.89923 -0.77805
H -1.57390 -1.32769 -1.01525
```

Output
- gap between HOMO and LUMO (eV) = 11.10
- HOMO energy (eV) = -11.13
- E_tot (eV) = -11767.44274
- energy relative to the best compared isomer or geometry (same formula, charge and spin) (kcal/mol) = 42.3

=====

A structure of composition C3H2FO2Yb. Source: OMol25; level of theory: ωB97M-V/def2-TZVPD.

Structure (XYZ):
```
9
C3H2FO2Yb, DFT ωB97M-V/def2-TZVPD
C -1.39860 0.32024 -0.03438
O 0.44293 -1.13512 0.47400
C 1.33399 -0.04558 0.47211
C -0.88301 -0.82476 0.41078
O 1.90290 -0.00604 -0.63316
Yb 3.83750 1.63632 -1.10437
H -0.97166 1.04570 -0.72137
H -1.51244 -1.53731 0.94787
F -2.75160 0.54656 0.18851
```

Output
- gap between HOMO and LUMO (eV) = 5.10
- HOMO energy (eV) = -1.85
- E_tot (eV) = -41482.14619
- total charge = -1

=====

| no. | maximum force (eV/A) |
| --- | --- |
| 1 | 2.54 |
| 2 | 1.74 |
| 3 | 2.45 |